(1)
{
  "formula": "C5H13NO",
  "method": "ωB97M-V/def2-TZVPD",
  "e_homo_ev": -9.250,
  "smiles": "CC[C@H](CO)NC",
  "elements": ["O", "C", "H", "H", "H", "C", "C", "H", "H", "H", "N", "H", "H", "H", "H", "H", "C", "H", "H", "C"],
  "coordinates": [[1.36279, -1.57052, 0.37555], [-1.70741, -1.01641, -1.03926], [0.31793, 1.11525, -1.46287], [-1.65165, 0.79509, 0.18676], [1.82067, 0.58326, 0.86329], [-0.97930, -0.02977, -0.11615], [0.43341, 0.44225, -0.61125], [1.04659, 2.18543, 2.26782], [-0.29279, 2.54253, 1.19417], [2.29446, -0.44833, -1.00304], [1.28478, 1.31326, 0.38170], [0.82389, -1.47725, -1.55139], [0.55680, -2.03681, 0.60062], [-2.74551, -0.69845, -1.10625], [-1.97101, -1.98336, -0.52417], [-1.29615, -1.12881, -2.03021], [1.27911, -0.80068, -0.82213], [-0.11933, 0.95487, 2.01833], [-0.86092, -0.49829, 0.86662], [0.40366, 1.75676, 1.51187]],
  "forces_ev_per_a": [[0.9, 0.2, 0.6], [-1.5, -0.4, 1.3], [0.1, -0.6, -0.4], [0.4, 0.0, -0.7], [0.2, 0.3, -0.3], [0.3, 0.4, 0.9], [-0.1, 0.9, 1.6], [0.3, 0.3, 0.2], [0.1, -0.3, 0.0], [0.0, -0.5, -0.5], [-2.3, -1.7, 0.6], [0.6, 0.5, -0.6], [-0.3, 0.1, -0.4], [-0.1, 0.6, -0.7], [1.3, 0.4, -0.7], [0.1, -0.2, -0.2], [-0.7, -0.3, 0.1], [-0.3, -0.2, -0.1], [0.3, -0.2, -0.2], [0.8, 0.8, -0.5]]
}

(2)
{
  "formula": "C5H13NO",
  "method": "ωB97M-V/def2-TZVPD",
  "e_homo_ev": -9.182,
  "smiles": "CCCCNCO",
  "elements": ["H", "H", "H", "H", "H", "H", "C", "H", "H", "H", "H", "H", "C", "N", "H", "C", "C", "H", "O", "C"],
  "coordinates": [[0.51551, -1.28928, 0.06436], [2.95114, -0.25406, 0.58417], [3.54777, 1.84670, -0.62524], [0.44268, 0.40774, -0.88320], [0.32839, 1.22254, 1.70677], [-1.74466, 0.24690, 0.92520], [2.46910, 1.69477, -0.24331], [1.97695, 1.46814, -1.17550], [2.96140, 0.82498, 1.74228], [-2.38151, -1.82981, 0.33783], [0.88352, -0.43391, 2.06236], [-2.63970, -0.27606, -1.72598], [-1.87058, -1.24787, -0.44487], [-1.24887, -0.04464, 0.08184], [-1.24108, -1.91458, -1.06114], [0.88341, 0.37407, 1.30529], [0.21463, -0.23530, 0.02774], [2.14820, 2.67479, 0.04419], [-2.92930, -1.22173, -1.46057], [2.37475, 0.64638, 0.87439]],
  "forces_ev_per_a": [[-0.1, 0.3, -0.8], [-1.1, -0.2, -0.5], [-1.3, -0.3, 0.9], [0.6, -1.7, 1.0], [0.4, 0.3, -0.2], [1.0, -0.2, -0.1], [2.7, 0.2, -0.4], [-0.5, -0.4, 0.0], [0.4, 1.3, 0.9], [0.6, 0.0, 0.2], [-0.1, 0.5, -0.1], [-1.6, -1.9, -0.5], [-1.2, -2.7, -0.1], [-1.5, -1.8, -1.4], [1.1, 0.5, 1.4], [1.2, -1.6, -1.5], [-0.6, 2.7, 1.1], [-0.4, 0.6, 0.4], [1.1, 4.7, 0.1], [-0.7, -0.3, -0.4]]
}

(3)
{
  "formula": "C5H13NO",
  "method": "ωB97M-V/def2-TZVPD",
  "e_homo_ev": -9.020,
  "smiles": "CCCCNCO",
  "elements": ["H", "N", "C", "H", "C", "C", "H", "H", "H", "H", "H", "O", "H", "H", "C", "H", "H", "H", "H", "C"],
  "coordinates": [[1.35758, -1.39049, 0.69422], [1.01983, -0.91851, -0.17348], [-1.32255, -0.24567, 0.30723], [-1.76234, -0.26757, -0.76008], [0.11983, 0.27111, 0.24568], [1.99586, -0.50404, -1.17363], [-2.47440, 2.32199, -0.22462], [-1.26745, -1.39493, 0.59096], [1.40455, -0.15363, -2.11857], [0.41860, 0.61444, 1.17003], [-1.57241, 0.77394, 2.21839], [2.75227, -1.67664, -1.36344], [2.11279, -2.37445, -1.78089], [-1.59812, 2.90301, 1.27681], [-2.42447, 2.22026, 0.93619], [2.82525, 0.28076, -0.82613], [-3.12201, 0.27256, 1.63273], [0.18510, 1.06281, -0.37837], [-3.26843, 2.71102, 1.41819], [-2.10130, 0.67222, 1.21940]],
  "forces_ev_per_a": [[0.3, 0.8, -1.4], [-1.6, 2.6, 0.6], [-0.1, -1.0, -1.4], [0.6, 0.1, 1.5], [-0.4, -5.3, -0.3], [0.8, -0.1, 0.9], [-0.2, 0.3, 2.0], [-0.4, 2.5, 0.0], [1.2, -0.4, 1.6], [0.6, 0.7, 2.3], [-0.1, -0.6, -1.0], [-1.1, -1.8, -2.2], [1.7, 1.9, 1.3], [-0.3, -0.9, -0.5], [2.0, -0.2, -2.7], [-1.9, -1.2, -0.8], [1.7, 0.1, -1.3], [0.5, 2.3, -2.4], [-0.5, -0.9, -0.1], [-2.9, 1.1, 4.2]]
}

(4)
{
  "formula": "C5H13NO",
  "method": "ωB97M-V/def2-TZVPD",
  "e_homo_ev": -8.041,
  "smiles": "CC/C(C)=C/N.O",
  "elements": ["H", "H", "H", "H", "C", "H", "H", "H", "N", "H", "H", "H", "H", "C", "H", "O", "H", "C", "C", "C"],
  "coordinates": [[1.81632, -0.86826, 1.12063], [-0.67414, 2.41997, -1.55317], [-1.44791, -0.81789, -1.84928], [1.03652, 2.18610, -1.34985], [0.08746, 2.30854, -0.78688], [1.97617, 1.52432, 0.80137], [-0.00830, 3.28588, -0.29135], [1.87105, 0.20490, 2.85551], [-1.74020, 0.05535, -1.29529], [-1.37687, -0.58500, 0.60537], [-0.00487, -4.51126, -1.74830], [-0.80362, -5.03297, -0.73641], [0.32232, -0.64768, 2.33791], [-1.00211, 0.13803, -0.06590], [0.69923, 1.83908, 1.93843], [-1.01746, -4.56784, -1.58677], [-1.87093, 1.01903, -1.54999], [-0.05732, 1.06448, 0.10832], [1.21933, -0.18129, 1.87098], [0.97534, 1.16650, 1.17467]],
  "forces_ev_per_a": [[-1.2, 1.0, 2.0], [-0.2, -0.3, -0.3], [-0.8, 2.8, 0.5], [-0.3, 0.6, 0.4], [-0.1, -0.9, -1.2], [-1.1, -0.3, -0.1], [0.6, -0.5, 0.5], [-1.1, -1.8, -2.5], [0.1, -1.4, 1.3], [0.7, -0.9, 1.1], [-2.4, 0.5, -0.8], [-1.5, 0.3, -0.5], [0.6, 0.2, -0.8], [0.2, 0.3, -1.6], [-0.5, 1.2, 0.8], [3.9, -0.8, 1.3], [0.0, -0.6, -1.9], [0.1, 2.0, -0.2], [2.5, 0.6, 1.7], [0.4, -2.0, 0.2]]
}

Calculated ΔE to the lowest compared entry with this formula, charge and spin, 2.011, 2.647, 2.814, 3.091 eV (same order as the records).
Calculated max |F|, 2.90, 4.79, 5.34, 4.15 eV/A (same order as the records).